This record from OMol25 describes a molecular structure, C34H41CsN5OSe3Te2. The level of theory is wB97M-V/def2-TZVPD.

```
87
Properties=species:S:1:pos:R:3:mulliken_charge:R:1
Cs 0.370 -0.630 -1.455 1.16
C -1.962 1.640 1.602 -0.58
C -2.515 0.289 2.041 -0.98
N -2.466 -0.676 0.963 0.81
C -2.676 -2.062 1.302 -0.82
C -1.354 -2.805 1.445 0.48
C -1.188 -4.132 1.063 -0.71
C 0.076 -4.686 1.146 -0.37
C 1.137 -3.905 1.581 -0.81
C 0.882 -2.592 1.945 0.64
C 1.995 -1.637 2.352 -1.12
N 1.703 -0.273 1.968 0.03
C 0.884 0.465 2.913 -0.42
C 0.390 1.771 2.307 -0.99
N -0.561 1.613 1.229 0.69
N -0.346 -2.080 1.912 0.07
H -2.519 2.011 0.737 0.12
H -2.154 2.364 2.415 0.24
H -1.936 -0.108 2.876 0.45
H -3.545 0.442 2.419 0.30
H -3.040 -0.385 0.181 -0.34
H -3.245 -2.177 2.242 0.27
H -3.264 -2.551 0.520 0.18
H -2.020 -4.686 0.650 0.32
H 0.249 -5.702 0.813 0.35
H 2.149 -4.291 1.586 0.37
H 2.183 -1.747 3.438 0.22
H 2.910 -1.954 1.845 0.44
H 2.539 0.246 1.734 0.28
H 0.039 -0.165 3.173 0.18
H 1.433 0.683 3.850 0.33
H -0.020 2.390 3.128 0.25
H 1.248 2.318 1.901 0.43
H -0.382 2.313 0.517 -0.26
Se 2.656 1.743 -2.256 -0.67
Se 0.446 2.221 -3.049 -0.17
Te -0.035 4.250 -1.411 0.04
Se -2.529 4.441 -1.119 -0.44
C -9.664 -0.511 -4.475 -1.54
C -8.235 -0.720 -4.053 0.80
C -7.780 -0.295 -2.818 -1.04
C -6.458 -0.491 -2.411 1.24
C -6.070 0.021 -1.047 -1.56
C -5.552 -1.131 -3.267 -0.48
Te -3.628 -1.688 -2.439 0.64
N -1.479 -2.568 -1.797 -1.05
C -0.473 -3.353 -2.118 0.62
O 0.691 -3.224 -1.661 -1.00
C -0.713 -4.477 -3.104 -0.16
C -1.937 -5.120 -3.231 0.27
C -2.107 -6.128 -4.171 -0.82
C -1.055 -6.493 -5.000 -0.33
C 0.173 -5.857 -4.870 -0.59
C 0.346 -4.863 -3.919 -0.39
C -2.584 -0.751 -4.037 -0.10
C -1.814 -1.541 -4.886 -0.03
C -1.129 -0.978 -5.951 -0.78
C -1.221 0.389 -6.170 -0.73
C -1.982 1.171 -5.322 -0.57
C -2.673 0.625 -4.233 0.93
C -3.433 1.551 -3.331 -0.84
C -6.005 -1.569 -4.523 1.02
C -5.103 -2.255 -5.508 -1.38
C -7.329 -1.355 -4.892 -0.93
H -10.214 0.057 -3.723 0.35
H -10.185 -1.459 -4.624 0.31
H -9.724 0.042 -5.415 0.32
H -8.463 0.217 -2.146 0.19
H -6.875 0.626 -0.628 0.38
H -5.167 0.634 -1.089 0.08
H -5.863 -0.788 -0.341 0.28
H -2.767 -4.817 -2.605 0.45
H -3.068 -6.619 -4.261 0.37
H -1.193 -7.268 -5.745 0.36
H 0.999 -6.135 -5.514 0.36
H 1.297 -4.364 -3.791 0.43
H -1.753 -2.609 -4.718 0.33
H -0.526 -1.609 -6.593 0.46
H -0.674 0.856 -6.980 0.34
H -2.019 2.245 -5.456 0.36
H -3.296 2.587 -3.635 0.42
H -3.065 1.502 -2.302 -0.09
H -4.500 1.317 -3.320 0.15
H -4.557 -3.083 -5.048 0.16
H -4.344 -1.578 -5.899 0.20
H -5.682 -2.644 -6.347 0.36
H -7.656 -1.695 -5.871 0.27
```

## Properties
HOMO level (spin up / spin down), Eh: -0.005 / -0.005
Net charge: -2
2S+1: 2
Gap between HOMO and LUMO (spin up / spin down), eV: 3.7574 / 2.5333
<S²>: 0.758

---

This record from OMol25 describes a single C3H7O3PS molecule. The level of theory is wB97M-V/def2-TZVPD.

```
15
Properties=species:S:1:pos:R:3:mulliken_charge:R:1
C -0.537 -0.283 1.279 -0.48
C -0.505 0.990 0.466 -0.18
C -1.645 1.638 0.148 -0.86
O 0.126 -1.366 0.634 -0.34
O 2.154 0.157 -0.204 -0.62
O 1.644 -2.214 -1.002 -0.46
P 1.156 -0.836 -0.537 0.94
S 0.049 -0.368 -2.190 -0.24
H -0.231 -0.326 2.329 0.27
H -1.555 -0.611 1.308 0.30
H 0.539 1.279 0.295 0.60
H -2.532 1.396 0.590 0.34
H 0.772 0.738 -2.251 0.19
H -1.513 2.622 -0.359 0.24
H 2.078 -2.815 -0.506 0.29
```

## Properties
HOMO level, Eh: -0.344
2S+1: 1
Gap between HOMO and LUMO, eV: 10.0117
Structure (SMILES): C=CCO[P@@](=O)(O)S

---

This record from OMol25 describes a single C8H5FO3 molecule. The level of theory is wB97M-V/def2-TZVPD.

```
17
Properties=species:S:1:pos:R:3:mulliken_charge:R:1
C 1.000 -0.133 1.448 -0.46
C 1.450 0.050 0.160 -0.50
C -0.285 -0.454 1.696 -0.55
C 0.471 0.048 -0.935 -0.57
C -1.219 -0.728 0.680 0.28
C -0.844 -0.342 -0.656 0.40
C -2.673 -1.081 1.118 0.59
C -1.993 -0.300 -1.626 0.59
O -2.965 -1.464 2.197 -0.60
O -3.408 -1.116 0.087 -0.66
O -2.574 0.763 -1.941 -0.30
F -2.180 -1.295 -2.516 -0.17
H 1.794 -0.158 2.149 0.39
H 2.486 0.225 0.040 0.42
H -0.648 -0.702 2.713 0.38
H 0.665 0.192 -1.981 0.40
H -3.408 0.502 -2.203 0.38
```

## Properties
HOMO level (spin up / spin down), Eh: -0.347 / -0.347
2S+1: 1
Gap between HOMO and LUMO (spin up / spin down), eV: 8.5181 / 8.5187

---

This record from OMol25 describes a molecular structure, C12H28BaO16. The level of theory is wB97M-V/def2-TZVPD.

```
57
Properties=species:S:1:pos:R:3:mulliken_charge:R:1
Ba 8.268 -20.108 16.257 1.45
O 6.344 -22.057 19.864 -0.57
C 6.570 -22.828 18.735 0.43
O 7.226 -22.277 17.789 -0.51
O 6.185 -24.001 18.744 -0.76
H 6.656 -21.184 19.557 0.48
O 4.406 -20.309 13.864 -0.60
C 5.083 -21.509 14.106 0.44
O 6.140 -21.404 14.793 -0.54
O 4.554 -22.534 13.685 -0.72
H 4.868 -19.635 14.372 0.30
O 11.289 -23.187 15.547 -0.50
C 9.918 -23.503 15.453 0.47
O 9.644 -24.705 15.597 -0.74
O 9.136 -22.564 15.176 -0.46
H 11.652 -24.080 15.607 0.24
O 5.306 -18.092 19.406 -0.57
C 6.196 -18.802 18.619 0.83
O 7.033 -19.519 19.219 -0.79
O 6.083 -18.699 17.385 -0.70
H 5.623 -18.360 20.279 0.30
C 10.028 -20.817 12.460 -1.18
C 10.858 -20.371 13.656 -0.02
O 10.187 -19.410 14.470 -0.19
H 10.599 -21.470 11.803 0.40
H 9.690 -19.957 11.866 0.31
H 9.103 -21.285 12.809 0.24
H 11.705 -19.855 13.172 0.40
H 11.244 -21.238 14.187 0.06
H 10.600 -18.563 14.304 0.08
C 8.175 -15.864 17.377 -1.00
C 9.202 -16.783 17.993 -0.31
O 9.650 -17.817 17.113 -0.02
H 7.871 -15.142 18.141 0.38
H 7.250 -16.397 17.134 0.14
H 8.492 -15.353 16.466 0.34
H 8.809 -17.272 18.884 0.19
H 10.085 -16.198 18.281 0.39
H 10.431 -17.552 16.625 0.06
C 7.699 -17.515 12.087 -1.38
C 7.212 -18.449 13.196 0.28
O 7.554 -17.878 14.469 -0.17
H 7.321 -17.869 11.124 0.36
H 8.786 -17.496 12.114 0.25
H 7.293 -16.510 12.231 0.45
H 7.709 -19.407 13.046 -0.10
H 6.151 -18.698 13.161 0.27
H 7.011 -17.087 14.531 0.14
C 10.323 -22.012 19.508 -0.88
C 10.668 -20.663 18.921 -0.12
O 10.651 -20.662 17.501 -0.16
H 10.243 -22.040 20.596 0.37
H 11.065 -22.765 19.224 0.33
H 9.350 -22.317 19.105 0.10
H 11.645 -20.284 19.266 0.38
H 9.995 -19.901 19.328 0.03
H 11.490 -21.025 17.204 0.10
```

## Properties
HOMO level, Eh: -0.053
Net charge: -2
2S+1: 1
Gap between HOMO and LUMO, eV: 4.5448

---

This record from OMol25 describes 29 unconnected molecules or ions with the total composition H58O29. The level of theory is wB97M-V/def2-TZVPD.

```
87
Properties=species:S:1:pos:R:3:mulliken_charge:R:1
O 4.151 3.188 -0.520 -0.74
H 4.523 2.977 -1.389 0.40
H 3.915 2.351 -0.078 0.32
O -1.475 -3.348 -3.779 -0.62
H -1.586 -2.401 -3.568 0.39
H -0.910 -3.459 -4.557 0.27
O -2.803 -3.928 -0.505 -0.53
H -2.286 -4.744 -0.680 0.26
H -3.208 -4.110 0.331 0.27
O 0.884 0.332 -1.704 -0.69
H 1.735 -0.141 -1.702 0.16
H 1.120 1.326 -1.759 0.41
O -4.622 2.332 -1.160 -0.68
H -5.392 2.846 -1.416 0.28
H -4.952 1.602 -0.564 0.37
O 0.042 -0.008 0.772 -0.29
H -0.678 -0.657 0.838 0.24
H 0.373 -0.025 -0.148 0.37
O -0.023 -4.684 1.434 -0.59
H 0.046 -4.536 0.477 0.29
H 0.021 -5.653 1.401 0.29
O -2.349 2.479 0.359 -0.52
H -2.020 1.591 0.409 0.21
H -3.156 2.582 -0.199 0.37
O -0.930 -2.131 2.722 -0.54
H -0.598 -1.505 3.384 0.34
H -0.208 -2.805 2.697 0.23
O -3.720 -1.827 2.103 -0.57
H -2.810 -2.044 2.246 0.35
H -4.152 -1.925 2.973 0.26
O 1.425 -0.011 -5.555 -0.65
H 1.539 0.826 -6.029 0.32
H 0.680 0.148 -4.943 0.29
O -0.381 4.808 0.216 -0.70
H -0.147 4.707 1.176 0.33
H -1.145 4.204 0.237 0.33
O 2.183 1.529 2.698 -0.61
H 1.521 2.154 2.950 0.25
H 1.788 0.810 2.192 0.32
O 1.671 3.213 -4.550 -0.63
H 1.488 3.068 -3.573 0.44
H 0.821 3.349 -4.997 0.28
O -5.366 -0.419 -0.102 -0.66
H -5.271 -0.731 -1.010 0.34
H -4.814 -0.949 0.496 0.31
O 4.837 2.365 -3.228 -0.70
H 4.228 2.819 -3.860 0.33
H 4.831 1.411 -3.467 0.31
O -1.870 2.137 3.184 -0.64
H -2.219 2.768 2.544 0.31
H -2.033 1.299 2.768 0.20
O 1.399 2.998 -1.771 -0.74
H 0.885 3.554 -1.191 0.25
H 2.329 3.073 -1.438 0.35
O 1.626 -2.947 -1.105 -0.54
H 1.220 -3.588 -1.718 0.32
H 2.068 -3.530 -0.441 0.27
O 0.041 3.866 3.907 -0.69
H -0.490 4.636 4.033 0.28
H -0.592 3.128 3.754 0.43
O -3.905 -1.650 -2.506 -0.64
H -3.519 -2.500 -2.165 0.30
H -3.927 -1.685 -3.477 0.30
O 3.205 -0.114 4.591 -0.67
H 3.159 0.464 3.837 0.37
H 3.329 0.588 5.246 0.30
O -1.288 -0.531 -3.099 -0.68
H -0.514 -0.135 -2.599 0.45
H -2.049 -0.563 -2.480 0.28
O 3.643 0.085 0.116 -0.55
H 3.548 -0.411 -0.721 0.29
H 3.385 -0.597 0.806 0.31
O 2.257 -1.510 2.048 -0.64
H 2.167 -1.514 3.041 0.27
H 1.415 -1.090 1.765 0.33
O -0.468 2.108 6.081 -0.69
H -0.071 2.722 5.417 0.43
H -1.420 2.233 5.924 0.30
O 0.124 -5.157 -1.853 -0.61
H 0.316 -5.849 -2.444 0.26
H -0.562 -4.631 -2.310 0.36
O 2.969 -0.834 -2.938 -0.55
H 2.980 -1.776 -3.070 0.23
H 2.698 -0.503 -3.828 0.26
O 0.302 -0.908 4.920 -0.68
H 1.132 -0.473 4.686 0.30
H -0.091 -0.139 5.420 0.35
```

## Properties
HOMO level, Eh: -0.397
2S+1: 1
Gap between HOMO and LUMO, eV: 10.5957

---

This record from OMol25 describes a molecular structure, C36H43N5OOsS. The level of theory is wB97M-V/def2-TZVPD.

```
87
Properties=species:S:1:pos:R:3:mulliken_charge:R:1
Os -0.012 -0.274 0.036 2.69
C -0.559 0.863 2.725 -1.06
N 0.313 -0.205 2.171 0.57
C 0.048 -1.470 2.895 -1.05
C 1.729 0.172 2.328 0.52
C 2.238 0.474 3.574 -0.61
C 3.551 0.902 3.724 -1.01
C 4.338 1.092 2.597 -1.08
C 3.850 0.786 1.345 -0.97
C 2.555 0.257 1.175 0.33
N 1.978 -0.117 -0.017 1.26
C 2.550 -0.049 -1.270 -0.28
C 3.919 -0.138 -1.577 -0.80
C 4.377 0.138 -2.849 -0.89
C 3.487 0.486 -3.855 -0.98
C 2.121 0.435 -3.608 -0.67
C 1.644 0.118 -2.352 0.84
N 0.213 -0.130 -2.119 0.06
C -0.131 -1.405 -2.799 -1.05
C -0.646 0.943 -2.674 -0.99
H -0.388 1.005 3.794 0.44
H -1.600 0.584 2.574 0.39
H -0.360 1.799 2.208 0.31
H 0.172 -1.336 3.972 0.44
H 0.738 -2.240 2.560 0.36
H -0.974 -1.788 2.701 0.27
H 1.617 0.393 4.455 0.39
H 3.944 1.114 4.708 0.45
H 5.340 1.488 2.689 0.47
H 4.467 0.996 0.488 0.61
H 4.620 -0.467 -0.826 0.70
H 5.436 0.085 -3.054 0.48
H 3.847 0.738 -4.842 0.48
H 1.438 0.634 -4.423 0.42
H -0.046 -1.295 -3.883 0.46
H -1.155 -1.681 -2.550 0.24
H 0.543 -2.198 -2.482 0.43
H -0.528 1.031 -3.755 0.43
H -0.391 1.891 -2.208 0.29
H -1.685 0.708 -2.459 0.33
C -5.133 -1.854 -0.689 -1.64
C -4.671 -0.561 0.002 1.88
C -5.224 0.662 -0.746 -1.66
C -5.159 -0.547 1.461 -1.60
C -3.215 -0.497 -0.007 -0.84
C -1.989 -0.424 0.017 0.25
H -6.222 -1.894 -0.691 0.44
H -4.759 -2.734 -0.167 0.36
H -4.787 -1.886 -1.722 0.35
H -6.313 0.653 -0.707 0.45
H -4.916 0.647 -1.792 0.37
H -4.870 1.587 -0.292 0.34
H -6.247 -0.589 1.480 0.46
H -4.842 0.366 1.965 0.34
H -4.774 -1.406 2.010 0.34
C 2.349 3.535 -0.501 -0.96
C 0.912 3.377 -0.091 0.26
O 0.407 2.262 0.041 -0.58
C 0.122 4.591 0.147 0.73
C 0.654 5.876 -0.004 -0.45
C -0.134 6.986 0.238 -0.88
C -1.459 6.831 0.622 -0.42
C -2.002 5.562 0.769 -0.83
C -1.216 4.450 0.540 -0.16
H 2.811 2.565 -0.663 -0.42
H 2.893 4.069 0.279 0.47
H 2.418 4.119 -1.419 0.53
H 1.679 6.024 -0.311 0.40
H 0.288 7.975 0.131 0.42
H -2.066 7.705 0.810 0.42
H -3.035 5.446 1.066 0.43
H -1.619 3.454 0.658 0.43
N 1.452 -7.735 -0.530 -0.30
C 0.359 -7.105 -0.091 0.32
S -0.963 -7.966 0.405 -0.33
C 0.345 -5.618 -0.049 1.24
C -0.849 -4.941 0.206 -0.69
C -0.857 -3.562 0.245 -0.77
N 0.240 -2.826 0.044 0.17
C 1.385 -3.460 -0.191 -0.99
C 1.486 -4.839 -0.250 -1.06
H 1.451 -8.743 -0.541 0.22
H 2.278 -7.267 -0.861 0.14
H -1.757 -5.497 0.383 0.45
H -1.767 -3.011 0.442 0.34
H 2.262 -2.842 -0.334 0.50
H 2.458 -5.275 -0.428 0.33
```

## Properties
HOMO level (spin up / spin down), Eh: -0.470 / -0.470
Net charge: +2
2S+1: 1
Gap between HOMO and LUMO (spin up / spin down), eV: 4.6476 / 4.6095

---

Record-wise energy above the lowest of the compared OMol25 structures with the same formula, charge and spin values, in kJ/mol: 231.6, 117.2, 0.0, 109.7, 137.9, 204.8